[1]
ORCA calculation (the ωB97M-V functional and the def2-TZVPD basis) on a molecular structure, C5H11AuO3 at a distorted geometry.

Values from the calculation:
**HOMO-LUMO gap (alpha / beta)**: 9.61 / 8.02 eV
**Energy relative to the best compared isomer or geometry (same formula, charge and spin)**: 0.0 kcal per mole
**Highest occupied orbital energy (alpha / beta)**: -18.4 / -19.9 eV
**Charge**: +2
**Molar mass**: 316.11 g mol⁻¹
**Spin multiplicity**: 3
**E**: -557.5350 Ha

Geometry as XYZ:
```
20
Properties=species:S:1:pos:R:3:forces:R:3:lowdin_spin:R:1
H -0.534 1.670 2.333 2.334 0.075 -0.019 0.310
O -0.750 3.571 0.408 1.901 0.263 -0.499 0.155
C 0.498 3.302 0.398 -1.553 1.762 2.344 0.106
C 0.943 1.954 0.517 -0.063 -0.947 -1.213 0.324
O -0.046 1.191 -0.137 2.468 0.182 0.048 0.234
C -0.005 -0.204 -0.386 0.000 -1.512 -0.632 0.012
C -1.129 -0.837 0.400 0.903 -0.859 0.642 0.013
O -2.302 -0.039 0.216 -0.578 -1.461 -0.828 0.067
C -3.515 -0.696 0.583 -1.537 -0.636 0.555 0.014
Au -1.848 1.851 0.387 -1.924 2.571 0.642 0.717
H 1.217 4.092 0.658 -0.289 0.165 -0.643 0.005
H 1.937 1.714 0.124 0.082 -0.127 0.746 0.011
H 0.964 -0.629 -0.096 -0.196 0.118 -0.172 0.004
H -0.195 -0.304 -1.463 0.296 -0.073 0.238 0.001
H -0.892 -0.882 1.474 -0.134 -0.041 -0.207 0.004
H -1.309 -1.855 0.031 -0.069 0.276 0.074 0.002
H -4.348 -0.034 0.326 0.225 -0.119 0.036 0.003
H -3.610 -1.626 0.009 0.122 0.286 0.102 0.004
H -3.515 -0.907 1.661 0.024 0.049 -0.291 0.000
H 0.641 1.743 2.113 -2.013 0.027 -0.924 0.015
```
Positions in Å, forces in eV/Å.


[2]
ORCA calculation (the ωB97M-V functional and the def2-TZVPD basis) on C3H4N2O2 in the gas phase at a distorted geometry.

Values from the calculation:
**HOMO-LUMO gap**: 10.69 eV
**Energy relative to the best compared isomer or geometry (same formula, charge and spin)**: 107.8 kcal per mole
**Highest occupied orbital energy**: -10.3 eV
**Molar mass**: 100.08 g mol⁻¹
**Structure (SMILES)**: CO/C(C#N)=N\O
**E**: -376.5920 Ha

Geometry as XYZ:
```
11
Properties=species:S:1:pos:R:3:forces:R:3:nbo_charge:R:1
C 1.115 -1.153 0.074 -0.275 1.630 0.891 -0.250
C -0.857 0.152 -0.047 0.530 -0.826 0.595 0.403
C -2.295 0.140 -0.020 0.790 -0.545 0.117 0.226
H 1.551 -0.577 -0.693 1.077 0.005 -0.950 0.201
H 1.225 -2.169 0.057 1.186 -2.487 -0.348 0.197
H 1.518 -0.758 1.033 -0.979 -0.092 -0.317 0.191
H 0.896 2.484 -0.323 0.605 -0.248 0.208 0.490
N -0.423 1.336 0.134 1.277 -0.036 -0.887 -0.165
N -3.431 0.090 0.014 -1.278 0.015 -0.034 -0.253
O -0.295 -1.094 -0.159 -1.220 2.390 0.553 -0.461
O 0.997 1.551 -0.070 -1.714 0.195 0.172 -0.578
```
Positions in Å, forces in eV/Å.


[3]
ORCA calculation (the ωB97M-V functional and the def2-TZVPD basis) on a molecular structure, C16H46N4O6Sr2 at a distorted geometry.

Values from the calculation:
**HOMO-LUMO gap (alpha / beta)**: 4.64 / 8.29 eV
**Highest occupied orbital energy (alpha / beta)**: -7.8 / -11.8 eV
**Charge**: +1
**Molar mass**: 565.81 g mol⁻¹
**Spin multiplicity**: 2
**E**: -1368.7643 Ha

Geometry as XYZ:
```
74
Properties=species:S:1:pos:R:3:forces:R:3:lowdin_spin:R:1
Sr 1.300 1.558 -3.826 -0.949 -0.087 0.221 0.308
Sr 0.353 -1.787 -3.446 -1.052 0.701 -0.317 0.453
O 0.653 -0.037 -1.841 0.658 -0.453 0.526 0.059
H 0.873 -0.237 -0.910 0.086 0.387 -0.702 0.002
O -0.962 0.253 -4.100 1.650 0.024 0.538 0.047
H -0.996 0.665 -3.215 -0.430 -1.393 -1.036 0.002
C 4.785 3.031 -1.715 0.686 -1.229 0.793 0.001
C 3.878 1.948 -1.081 1.327 1.317 -0.566 0.003
C 2.798 2.637 -0.259 -2.210 -2.313 1.138 0.001
O 3.078 3.291 0.963 0.772 -0.041 -0.371 0.000
C 2.768 2.576 2.172 -0.515 0.220 -0.187 0.000
N 3.324 1.172 -2.206 -1.001 0.146 -0.161 0.015
H 5.562 3.323 -1.008 -0.300 0.440 0.177 0.000
H 4.193 3.888 -2.038 0.193 -0.072 -0.154 0.000
H 5.366 2.557 -2.506 -0.188 0.298 -0.435 0.000
H 4.421 1.228 -0.468 0.322 0.415 0.376 0.000
H 2.126 1.826 0.022 -0.231 -0.719 0.197 0.001
H 2.057 3.151 -0.870 0.572 1.168 -0.374 0.001
H 2.946 3.259 3.003 0.351 -0.087 -0.193 0.000
H 3.273 1.622 2.324 0.669 0.155 -0.281 0.000
H 1.714 2.311 2.249 -0.395 0.209 -0.411 0.000
H 2.719 0.436 -1.870 -0.482 -0.229 0.494 0.014
H 4.026 0.631 -2.690 0.705 0.327 -0.012 0.016
C -1.950 4.496 -1.997 0.589 0.331 0.747 0.000
C -1.230 3.343 -1.308 -2.144 0.617 1.146 0.001
C -2.227 2.640 -0.340 0.111 1.291 0.626 0.001
O -2.500 3.480 0.805 0.024 -0.590 -0.586 0.000
C -3.561 2.981 1.624 0.273 0.281 -0.067 0.000
N -0.763 2.387 -2.269 0.834 -0.525 -0.254 0.005
H -1.165 5.214 -2.232 -0.317 0.200 -0.663 0.000
H -2.545 4.969 -1.216 -0.277 0.128 -0.247 0.000
H -2.560 4.211 -2.855 0.074 0.019 0.041 0.000
H -0.487 3.860 -0.701 0.661 -0.719 -0.050 0.000
H -1.832 1.684 0.006 0.046 -0.246 -0.044 0.001
H -3.147 2.507 -0.909 -0.288 -0.394 -0.015 0.000
H -3.316 2.021 2.078 0.076 -0.252 -0.151 0.000
H -4.497 2.907 1.069 -0.050 -0.116 -0.172 0.000
H -3.728 3.670 2.453 0.211 0.181 -0.196 0.000
H -1.539 1.995 -2.784 -0.935 1.214 -0.696 0.002
H -0.565 1.515 -1.799 1.067 -0.201 0.964 0.002
C -1.743 -0.999 1.320 -0.323 -1.787 -0.326 0.001
C -2.383 -1.775 0.169 1.450 1.476 0.176 0.002
C -3.822 -1.500 0.052 -2.102 -1.169 -1.021 0.000
O -4.465 -2.322 1.002 0.183 -0.645 0.162 0.000
C -5.856 -2.325 0.947 -1.365 0.881 0.010 0.000
N -1.627 -1.512 -1.054 0.149 -0.668 -1.240 0.012
H -0.690 -1.165 1.095 0.316 0.414 0.953 0.001
H -2.111 -1.676 2.091 0.547 0.981 1.207 0.000
H -2.024 0.049 1.420 0.006 -0.246 0.019 0.000
H -2.278 -2.830 0.423 -0.149 -0.073 -0.245 0.000
H -4.130 -1.860 -0.930 -0.147 0.160 -0.410 0.000
H -4.203 -0.482 0.144 0.505 0.462 0.145 0.000
H -6.416 -2.477 0.024 1.021 -0.850 -1.072 0.000
H -6.239 -1.316 1.098 -0.051 0.301 1.102 0.000
H -6.283 -3.067 1.623 0.364 0.351 0.356 0.000
H -0.907 -2.219 -1.102 -0.001 -0.714 0.193 0.011
H -1.014 -0.709 -1.030 -0.595 0.720 0.272 0.002
C 2.695 -1.793 0.812 0.154 -0.833 0.044 0.003
C 2.706 -3.354 0.962 -0.205 1.967 0.591 0.001
C 1.678 -3.834 1.967 0.914 -1.318 1.002 0.000
O 1.970 -5.230 2.228 0.574 0.365 0.598 0.000
C 1.213 -5.804 3.301 -0.857 -0.019 -0.808 0.000
N 2.500 -3.925 -0.309 -1.612 -1.622 -2.414 0.007
H 2.351 -1.221 1.674 0.712 -0.205 0.431 0.000
H 1.972 -1.473 0.061 -0.030 -0.411 -0.398 0.002
H 3.692 -1.547 0.446 -0.100 0.618 0.232 0.000
H 3.706 -3.752 1.136 0.045 0.522 1.386 0.000
H 0.659 -3.772 1.585 -0.272 0.301 -0.206 0.000
H 1.756 -3.258 2.889 -0.061 0.035 0.197 0.000
H 0.189 -5.684 2.947 -0.500 -0.104 0.763 0.000
H 1.358 -5.432 4.315 0.189 0.941 -0.214 0.000
H 1.374 -6.871 3.453 0.474 -0.043 -0.851 0.000
H 1.906 -3.395 -0.931 0.146 1.067 -0.116 0.017
H 1.825 -4.656 -0.135 0.424 -1.256 -0.160 0.001
```
Positions in Å, forces in eV/Å.


Q: Among the records above, which one has the highest E?
A: C3H4N2O2


Q: The lowest molar mass belongs to which entry?
A: C3H4N2O2


Q: Which formula does entry 1 have?
A: C5H11AuO3


Q: Look up the molar mass of the third one.
A: 565.81 g mol⁻¹